No. 1
Density functional theory data (wB97M-V/def2-TZVPD) for 2 unconnected molecules or ions with the total composition C3H4NO2.

Results
LUMO = -0.1650 hartree
gap between HOMO and LUMO = 12.8099 eV
charge = +1
HOMO energy = -17.3 eV
energy above the lowest of the compared OMol25 structures with the same formula, charge and spin = 44.6 kJ/mol

Each atom is followed by the atoms it is bonded to, with distances in Å.
Element x y z (Å)
1 H -0.48800 -1.58203 0.52773  C6 1.110
2 H -1.87622 -0.79170 1.09252  C6 1.144
3 C 2.29021 -0.17570 -0.58051  O4 1.152, O9 1.155
4 O 1.26641 -0.45439 -0.13165  C3 1.152
5 H -1.75995 -1.25302 -0.56081  C6 1.055
6 C -1.17950 -0.78430 0.18575  H1 1.110, H2 1.144, H5 1.055, C8 1.391
7 N -0.60026 1.64140 0.10776  C8 1.147, H10 1.028
8 C -0.67013 0.49924 0.02248  C6 1.391, N7 1.147
9 O 3.24520 0.32624 -0.99154  C3 1.155
10 H -0.22777 2.57428 0.32826  N7 1.028



No. 2
Density functional theory data (wB97M-V/def2-TZVPD) for a gas-phase ion, C3H4NO3S (charge -1).

Results
LUMO (spin up / spin down) = 0.1285 / 0.0711 hartree
spin multiplicity = 3
gap between HOMO and LUMO (spin up / spin down) = 4.6318 / 7.2477 eV
charge = -1
HOMO energy (spin up / spin down) = -1.1 / -5.3 eV
energy above the lowest of the compared OMol25 structures with the same formula, charge and spin = 327.8 kJ/mol

Each atom is followed by the atoms it is bonded to, with distances in Å.
Element x y z (Å)
1 O 1.60779 0.96116 0.14885  N10 1.365, C12 1.646
2 H -2.72951 -0.02963 -0.77234  C4 1.056
3 H -2.75534 0.20106 0.94018  C4 1.200
4 C -2.04518 -0.11949 0.02713  H2 1.056, H3 1.200, C7 1.772, S8 1.806
5 H -0.93354 2.02373 -0.07610  C7 1.009
6 H -0.28642 -1.54617 -0.38650  S8 1.308
7 C -0.70942 1.04474 0.02013  C4 1.772, H5 1.009, N10 1.248
8 S -1.49932 -1.84041 0.00387  C4 1.806, H6 1.308
9 O 2.38389 -1.29703 0.05607  C12 1.171
10 N 0.36301 0.40767 0.06022  O1 1.365, C7 1.248
11 O 3.82908 0.38779 -0.04892  C12 1.206
12 C 2.77496 -0.19343 0.02740  O1 1.646, O9 1.171, O11 1.206



No. 3
Density functional theory data (wB97M-V/def2-TZVPD) for a gas-phase ion, C3H4NO4S3 (charge -1).

Results
LUMO = 0.1067 hartree
gap between HOMO and LUMO = 7.2892 eV
structure (SMILES) = O=S1([O-])(O)C=C(S)ONC1=S
charge = -1
HOMO energy = -4.4 eV
energy above the lowest of the compared OMol25 structures with the same formula, charge and spin = 403.9 kJ/mol

Each atom is followed by the atoms it is bonded to, with distances in Å.
Element x y z (Å)
1 N 0.23026 -0.63828 1.42091  H11 1.010, O12 1.454, C14 1.394
2 O -0.91134 1.63547 0.69323  S7 1.428
3 S -1.01594 -2.33509 -0.40737  C14 1.596
4 O -2.87944 0.14630 0.42005  S7 1.705, H9 1.001
5 C 0.72654 0.39051 -1.01196  S7 2.240, C8 1.295, H10 1.058
6 O -1.85868 0.91141 -1.51015  S7 1.472
7 S -1.34133 0.58375 -0.17167  O2 1.428, O4 1.705, C5 2.240, O6 1.472, C14 1.839
8 C 1.70129 0.11697 -0.20455  C5 1.295, O12 1.407, S15 1.898
9 H -3.43557 0.86122 -0.00549  O4 1.001
10 H 0.68637 0.76269 -2.00202  C5 1.058
11 H -0.08390 0.26587 1.74183  N1 1.010
12 O 1.60762 -0.67229 0.95605  N1 1.454, C8 1.407
13 H 3.65470 -1.15693 -0.01742  S15 1.345
14 C -0.67481 -1.02036 0.43148  N1 1.394, S3 1.596, S7 1.839
15 S 3.59423 0.14877 -0.33292  C8 1.898, H13 1.345



No. 4
Density functional theory data (wB97M-V/def2-TZVPD) for a gas-phase ion, C3H4NO5P (charge -2).

Results
LUMO = 0.2432 hartree
gap between HOMO and LUMO = 6.8538 eV
structure (SMILES) = C=CO[P@](=O)([O-])C=[N+]([O-])[O-]
charge = -2
HOMO energy = -0.2 eV
energy above the lowest of the compared OMol25 structures with the same formula, charge and spin = 240.2 kJ/mol

Each atom is followed by the atoms it is bonded to, with distances in Å.
Element x y z (Å)
1 H 0.41831 1.02036 -2.49045  C12 1.018
2 O 1.03932 -1.18011 -3.04098  N8 1.288
3 H -1.38305 -1.99207 2.33743  C11 1.060
4 P 0.49425 1.57998 -0.17581  O7 1.744, O9 1.505, C12 1.848, O13 1.503
5 H -0.09891 -1.12855 0.50446  C6 1.096
6 C -0.72656 -0.52657 1.17169  H5 1.096, O7 1.335, C11 1.336
7 O -0.53305 0.78114 0.98511  P4 1.744, C6 1.335
8 N 0.85557 -0.74870 -1.84112  O2 1.288, C12 1.314, O14 1.296
9 O 1.91249 1.74841 0.29892  P4 1.505
10 H -1.49688 -0.24426 3.04077  C11 1.072
11 C -1.43357 -0.93908 2.22718  H3 1.060, C6 1.336, H10 1.072
12 C 0.38037 0.45970 -1.64107  H1 1.018, P4 1.848, N8 1.314
13 O -0.35418 2.77585 -0.50427  P4 1.503
14 O 0.92590 -1.60611 -0.87187  N8 1.296



No. 5
Density functional theory data (wB97M-V/def2-TZVPD) for a gas-phase ion, C3H4NO6 (charge -1).

Results
LUMO (spin up / spin down) = 0.1432 / 0.0289 hartree
spin multiplicity = 3
gap between HOMO and LUMO (spin up / spin down) = 6.6057 / 5.7331 eV
charge = -1
HOMO energy (spin up / spin down) = -2.7 / -4.9 eV
energy above the lowest of the compared OMol25 structures with the same formula, charge and spin = 0.0 kJ/mol

Each atom is followed by the atoms it is bonded to, with distances in Å.
Element x y z (Å)
1 O 1.82237 -1.49945 -0.87476  N5 1.223
2 O 1.35855 1.94269 -0.22491  C8 1.209
3 C -0.01544 -0.06326 -0.50590  N5 1.555, O6 1.389, C7 1.501, C8 1.776
4 O 0.79113 0.98520 1.67415  C8 1.185
5 N 0.81950 -1.33716 -0.19408  O1 1.223, C3 1.555, O10 1.227
6 O 0.26339 0.42950 -1.77417  C3 1.389, H12 0.951
7 C -1.44948 -0.13868 -0.06853  C3 1.501, O11 1.470, H13 1.081, H14 1.147
8 C 0.85326 1.11605 0.49852  O2 1.209, C3 1.776, O4 1.185
9 H -0.62244 -0.13922 1.82982  O11 0.965
10 O 0.57530 -2.00036 0.80837  N5 1.227
11 O -1.45338 -0.34830 1.38644  C7 1.470, H9 0.965
12 H 0.80788 1.20708 -1.72194  O6 0.951
13 H -1.95648 -1.04054 -0.38241  C7 1.081
14 H -1.79417 0.88646 -0.45060  C7 1.147



No. 6
Density functional theory data (wB97M-V/def2-TZVPD) for C3H4NOP in the gas phase.

Results
LUMO = 0.0118 hartree
gap between HOMO and LUMO = 9.8021 eV
structure (SMILES) = CC(=O)PC#N
charge = 0
HOMO energy = -9.5 eV
energy above the lowest of the compared OMol25 structures with the same formula, charge and spin = 66.7 kJ/mol

Each atom is followed by the atoms it is bonded to, with distances in Å.
Element x y z (Å)
1 N 1.01215 -2.47616 -1.33415  C2 1.145
2 C 1.48394 -1.46596 -1.07223  N1 1.145, P5 1.749
3 H -1.39731 1.24555 -0.46115  C8 1.015
4 H 1.82625 0.59175 -1.94794  P5 1.461
5 P 2.30310 0.03076 -0.68639  C2 1.749, H4 1.461, C6 2.169
6 C 0.47293 0.87129 0.11871  P5 2.169, O7 1.197, C8 1.426
7 O 0.60124 1.56654 1.08413  C6 1.197
8 C -0.70673 0.51520 -0.59871  H3 1.015, C6 1.426, H9 1.048, H10 1.120
9 H -0.36912 0.34874 -1.57639  C8 1.048
10 H -0.98495 -0.48888 -0.18682  C8 1.120



No. 7
Density functional theory data (wB97M-V/def2-TZVPD) for a gas-phase ion, C3H4NOS2 (charge -1).

Results
LUMO = 0.1300 hartree
gap between HOMO and LUMO = 7.2857 eV
structure (SMILES) = NC(=S)CC([O-])=S
charge = -1
HOMO energy = -3.7 eV
energy above the lowest of the compared OMol25 structures with the same formula, charge and spin = 56.8 kJ/mol

Each atom is followed by the atoms it is bonded to, with distances in Å.
Element x y z (Å)
1 S 1.76596 -0.51595 -2.48751  C2 1.584
2 C 0.87054 0.30737 -1.47344  S1 1.584, O5 1.231, C7 1.804
3 C -0.17721 -0.35454 1.04775  C7 1.487, S8 1.610, N9 1.333
4 H -0.94627 1.50961 0.42610  N9 1.005
5 O 0.48094 1.45131 -1.23915  C2 1.231
6 H -0.93849 -0.57868 -0.98668  C7 1.123
7 C -0.02863 -0.79467 -0.36438  C2 1.804, C3 1.487, H6 1.123, H11 1.192
8 S 0.40446 -1.08610 2.35857  C3 1.610
9 N -0.87693 0.77837 1.11179  C3 1.333, H4 1.005, H10 1.041
10 H -0.78872 1.23830 2.04163  N9 1.041
11 H 0.23433 -1.95501 -0.43467  C7 1.192



No. 8
Density functional theory data (wB97M-V/def2-TZVPD) for a gas-phase ion, C3H4NS (charge +1).

Results
LUMO = -0.2557 hartree
gap between HOMO and LUMO = 7.7035 eV
charge = +1
HOMO energy = -14.7 eV
energy above the lowest of the compared OMol25 structures with the same formula, charge and spin = 363.4 kJ/mol

Each atom is followed by the atoms it is bonded to, with distances in Å.
Element x y z (Å)
1 H 1.49465 -1.22806 1.02381  N6 1.014
2 H -0.48762 2.36412 0.27324  C7 1.023
3 H 0.48840 1.11025 -0.50036  C7 1.140
4 H 1.46998 -1.03653 -0.77429  N6 1.006
5 C -0.19350 -1.19562 0.04412  N6 1.292, C9 1.211
6 N 1.07147 -0.95118 0.14501  H1 1.014, H4 1.006, C5 1.292
7 C -0.51069 1.38621 -0.02483  H2 1.023, H3 1.140, S8 1.648
8 S -1.95289 0.58900 -0.04520  C7 1.648, C9 1.728
9 C -1.37979 -1.03819 -0.14150  C5 1.211, S8 1.728



No. 9
Density functional theory data (wB97M-V/def2-TZVPD) for a gas-phase ion, C3H4NS (charge +1).

Results
LUMO = -0.1885 hartree
gap between HOMO and LUMO = 8.1083 eV
charge = +1
HOMO energy = -13.2 eV
energy above the lowest of the compared OMol25 structures with the same formula, charge and spin = 401.9 kJ/mol

Each atom is followed by the atoms it is bonded to, with distances in Å.
Element x y z (Å)
1 C -1.79463 -0.88452 -1.79937  H3 1.099, S7 1.464
2 H 0.53767 0.88497 1.94507  C6 1.092
3 H -1.56533 -0.10476 -2.53906  C1 1.099
4 C 0.22200 -1.52703 0.08540  S7 2.131, N8 1.219, H9 1.024
5 H 0.90376 1.39962 0.10099  C6 1.063
6 C 0.64849 0.71459 0.87250  H2 1.092, H5 1.063, N8 1.231
7 S -1.74034 -1.83507 -0.68708  C1 1.464, C4 2.131
8 N 0.61451 -0.47592 0.56177  C4 1.219, C6 1.231
9 H 0.64244 -2.31806 -0.40969  C4 1.024



No. 10
Density functional theory data (wB97M-V/def2-TZVPD) for 2 unconnected molecules or ions with the total composition C3H4O.

Results
LUMO = 0.0392 hartree
gap between HOMO and LUMO = 10.9113 eV
charge = 0
HOMO energy = -9.8 eV
energy above the lowest of the compared OMol25 structures with the same formula, charge and spin = 66.5 kJ/mol

Each atom is followed by the atoms it is bonded to, with distances in Å.
Element x y z (Å)
1 H -1.05036 -1.42992 -0.41434  C2 1.093
2 C -0.71825 -0.66454 0.29151  H1 1.093, C5 1.316, H8 1.092
3 C 1.65195 -0.05628 -0.66695  O4 1.131
4 O 2.19099 0.35709 0.23772  C3 1.131
5 C -0.60367 0.59063 -0.08678  C2 1.316, H6 1.087, H7 1.057
6 H -0.90814 0.76325 -1.11583  C5 1.087
7 H -0.19671 1.39139 0.47031  C5 1.057
8 H -0.36582 -0.95162 1.28435  C2 1.092



How do the records compare in strongest force on any atom? In the order shown, they have 4.71, 9.09, 3.16, 2.80, 7.07, 4.32, 5.15, 2.80, 3.31, 2.11 eV/Å.